A molecular structure, C54H53HfNO2P4 in a non-equilibrium geometry, computed with wB97M-V/def2-TZVPD.

net charge = +3
⟨S²⟩ = 0.7530
total energy = -100883.6925 eV
ΔE to the lowest compared entry with this formula, charge and spin = 5.48 kcal per mole
largest force on an atom = 0.0334 hartree/bohr
orbital gap (spin up / spin down) = 0.237 / 0.256 hartree
spin multiplicity = 2

Cartesian coordinates (Å):
Hf -0.654 -0.681 0.247
C 4.052 4.402 1.811
C 3.687 4.086 0.347
C 4.476 5.015 -0.588
C 4.026 2.625 0.045
C 5.320 2.215 -0.258
C 5.616 0.899 -0.574
C 4.618 -0.059 -0.549
C 3.324 0.289 -0.169
P 2.010 -0.978 -0.060
C 2.132 -1.763 -1.688
C 1.319 -1.215 -2.683
C 1.396 -1.674 -3.991
C 2.303 -2.680 -4.306
C 3.117 -3.230 -3.318
C 3.033 -2.775 -2.008
C 2.594 -2.164 1.229
C 1.685 -3.054 1.819
C 2.079 -3.969 2.788
C 3.404 -4.007 3.202
C 4.316 -3.120 2.648
C 3.916 -2.204 1.678
C 3.059 1.632 0.085
O 1.745 1.933 0.325
C 1.317 3.215 0.102
C -0.034 3.343 -0.183
C -0.566 4.617 -0.360
C 0.263 5.721 -0.267
C 1.621 5.548 -0.036
C 2.190 4.290 0.133
P -1.124 1.902 -0.371
C -1.681 2.029 -2.100
C -2.897 1.500 -2.545
C -3.258 1.590 -3.884
C -2.395 2.188 -4.794
C -1.171 2.685 -4.366
C -0.813 2.608 -3.027
C -2.478 2.348 0.776
C -3.679 2.945 0.407
C -4.610 3.303 1.377
C -4.350 3.075 2.721
C -3.134 2.512 3.104
C -2.207 2.156 2.135
H 5.121 4.244 1.981
H 3.495 3.764 2.503
H 3.819 5.446 2.044
H 5.550 4.910 -0.429
H 4.240 6.062 -0.392
H 4.258 4.801 -1.638
H 6.119 2.947 -0.280
H 6.627 0.623 -0.849
H 4.849 -1.075 -0.847
H 0.638 -0.390 -2.451
H 0.767 -1.243 -4.762
H 2.382 -3.032 -5.330
H 3.822 -4.018 -3.573
H 3.656 -3.221 -1.236
H 0.650 -3.053 1.518
H 1.356 -4.656 3.220
H 3.723 -4.722 3.954
H 5.351 -3.135 2.973
H 4.647 -1.511 1.293
H -1.624 4.744 -0.569
H -0.142 6.719 -0.393
H 2.255 6.426 0.007
H -3.572 1.046 -1.837
H -4.216 1.206 -4.217
H -2.680 2.273 -5.837
H -0.494 3.145 -5.076
H 0.135 3.023 -2.702
H -3.887 3.166 -0.630
H -5.537 3.782 1.080
H -5.078 3.362 3.472
H -2.906 2.385 4.157
H -1.234 1.780 2.439
C -4.968 -0.174 -0.047
P -3.385 -1.074 -0.112
C -3.743 -2.224 1.293
C -3.459 -2.112 -1.616
C -4.457 -1.919 -2.567
C -4.537 -2.738 -3.688
C -3.622 -3.762 -3.864
C -2.606 -3.946 -2.935
C -2.504 -3.120 -1.818
P -1.126 -3.335 -0.649
C -1.641 -4.690 0.465
C 0.150 -4.214 -1.590
H -5.170 0.456 -0.911
H -4.959 0.458 0.841
H -5.755 -0.922 0.044
H -4.407 -3.019 0.957
H -4.256 -1.648 2.067
H -2.845 -2.649 1.723
H -5.194 -1.134 -2.445
H -5.324 -2.578 -4.417
H -3.693 -4.418 -4.725
H -1.884 -4.738 -3.097
H -1.883 -5.535 -0.178
H -2.507 -4.458 1.077
H -0.805 -4.970 1.110
H -0.176 -5.240 -1.759
H 1.060 -4.236 -0.999
H 0.356 -3.727 -2.543
O -0.854 -0.886 2.292
N -0.519 -0.913 3.573
C -1.348 -1.520 4.435
C -1.019 -1.552 5.770
C 0.162 -0.959 6.200
C 0.993 -0.345 5.273
C 0.632 -0.332 3.946
H -2.244 -1.950 4.013
H -1.694 -2.038 6.460
H 0.432 -0.976 7.250
H 1.923 0.126 5.566
H 1.220 0.116 3.157



A molecular structure, C49H52CoN2P in a non-equilibrium geometry, computed with wB97M-V/def2-TZVPD.

net charge = +1
⟨S²⟩ = 1.0983
total energy = -101548.3810 eV
largest force on an atom = 0.0336 hartree/bohr
orbital gap (spin up / spin down) = 0.263 / 0.263 hartree
spin multiplicity = 2

Cartesian coordinates (Å):
Co -0.667 0.989 0.794
C 0.885 4.201 2.079
C -0.264 3.233 2.185
C -1.297 3.439 1.170
C -2.590 3.034 1.196
C -3.616 3.661 0.310
C -3.073 2.010 2.156
C -1.498 1.529 3.608
C -1.155 0.670 4.813
C -0.347 2.416 3.255
H 0.514 5.207 2.283
H 1.327 4.207 1.084
H 1.661 3.978 2.806
H -1.042 4.194 0.435
H -4.176 4.385 0.906
H -4.330 2.930 -0.065
H -3.162 4.191 -0.523
H -4.099 1.707 1.938
H -0.954 1.300 5.677
H -0.265 0.082 4.601
H -1.963 -0.010 5.064
H 0.457 2.435 3.981
C 6.297 0.670 -0.590
C 5.162 -0.272 -1.019
C 5.301 -0.560 -2.516
C 5.284 -1.590 -0.234
C 3.817 0.324 -0.662
C 3.606 0.820 0.630
C 2.347 1.221 1.009
N 1.286 1.174 0.207
C 1.481 0.798 -1.078
C 2.727 0.349 -1.519
C 0.287 0.855 -1.921
C 0.298 0.767 -3.313
C -0.877 0.888 -4.048
C -2.052 1.076 -3.315
C -2.001 1.116 -1.937
N -0.873 1.024 -1.247
C -0.870 0.781 -5.561
C -0.438 -0.647 -5.927
C -2.254 1.040 -6.165
C 0.112 1.794 -6.165
H 7.241 0.312 -0.991
H 6.398 0.710 0.492
H 6.129 1.678 -0.963
H 6.295 -0.952 -2.717
H 5.173 0.350 -3.098
H 4.580 -1.305 -2.848
H 6.268 -2.024 -0.394
H 4.531 -2.306 -0.558
H 5.153 -1.419 0.833
H 4.416 0.895 1.335
H 2.174 1.595 2.007
H 2.823 -0.005 -2.531
H 1.234 0.622 -3.827
H -3.003 1.197 -3.803
H -2.905 1.243 -1.357
H -1.126 -1.371 -5.496
H 0.562 -0.864 -5.560
H -0.440 -0.767 -7.007
H -2.977 0.302 -5.823
H -2.194 0.967 -7.248
H -2.609 2.038 -5.917
H 1.137 1.596 -5.866
H -0.147 2.806 -5.866
H 0.065 1.740 -7.249
C 2.339 -3.312 3.689
C 1.479 -4.090 2.928
C 0.528 -3.496 2.120
C 0.422 -2.109 2.077
C 1.257 -1.335 2.872
C 2.219 -1.932 3.667
P -0.785 -1.291 0.983
C -0.699 -2.439 -0.424
C 0.581 -2.698 -0.923
C 0.759 -3.587 -1.963
C -0.339 -4.229 -2.517
C -1.615 -3.938 -2.063
C -1.801 -3.027 -1.037
C -2.337 -1.577 1.896
C -2.980 -2.803 2.026
C -4.093 -2.899 2.840
C -4.528 -1.798 3.551
C -3.882 -0.564 3.462
C -4.331 0.485 4.369
C -3.870 1.733 4.499
C -2.825 2.348 3.649
C -2.083 0.838 2.355
C -2.783 -0.448 2.588
H 3.093 -3.779 4.306
H 1.558 -5.166 2.952
H -0.120 -4.111 1.513
H 1.144 -0.259 2.840
H 2.880 -1.315 4.257
H 1.437 -2.214 -0.468
H 1.753 -3.800 -2.334
H -0.197 -4.956 -3.303
H -2.467 -4.437 -2.502
H -2.799 -2.790 -0.698
H -2.613 -3.668 1.498
H -4.609 -3.839 2.946
H -5.369 -1.892 4.222
H -5.104 0.171 5.058
H -4.287 2.357 5.276
H -2.697 3.410 3.859



A gas-phase ion, C2H7N2 (charge +1), computed with wB97M-V/def2-TZVPD.

net charge = +1
total energy = -5156.7827 eV
ΔE to the lowest compared entry with this formula, charge and spin = 108.00 kcal per mole
largest force on an atom = 0.0185 hartree/bohr
orbital gap = 0.272 hartree
spin multiplicity = 1

Cartesian coordinates (Å):
C 1.401 -0.543 -0.629
N -1.619 -0.020 0.846
C -0.392 0.636 0.404
N 0.111 -0.086 -0.667
H 1.825 -0.322 -1.633
H 2.049 -0.236 0.191
H 1.297 -1.640 -0.754
H -1.886 -0.800 0.247
H -2.420 0.609 0.842
H -0.679 1.599 -0.074
H 0.314 0.802 1.229